(1)
103
Properties=species:S:1:pos:R:3:lowdin_charge:R:1 method="wB97M-V/def2-TZVPD" relative_energy_kj_mol=0.0 charge=0 e_lumo_ha="0.01081 / 0.00892" energy_ha=-7537.5801 s_squared=6.01 largest_force_ha_per_bohr=0.009 multiplicity=5
Cr 0.755 0.015 -1.420 0.24
Br 3.901 -1.323 -3.433 0.83
C 3.942 0.433 -2.720 -0.70
C 4.968 1.268 -3.147 -0.10
C 5.036 2.533 -2.601 -0.04
C 4.088 2.910 -1.665 0.02
C 3.094 2.011 -1.339 -0.17
N 3.013 0.774 -1.847 0.07
C 1.990 2.425 -0.375 -0.60
O 2.204 3.338 0.408 0.06
O 0.904 1.753 -0.484 -0.25
H 5.682 0.918 -3.876 0.10
H 5.820 3.215 -2.905 0.12
H 4.084 3.878 -1.185 0.13
C 0.915 0.667 2.258 -0.51
P 1.409 -0.616 1.061 1.03
C 0.976 -2.175 1.924 -0.36
C -0.274 -2.732 1.656 -0.12
C -0.693 -3.878 2.317 -0.08
C 0.141 -4.487 3.244 -0.08
C 1.389 -3.942 3.516 -0.08
C 1.803 -2.789 2.863 -0.08
C 3.236 -0.585 1.161 -0.36
C 3.948 0.485 1.692 -0.08
C 5.337 0.526 1.597 -0.07
C 6.025 -0.500 0.971 -0.08
C 5.321 -1.574 0.436 -0.08
C 3.941 -1.610 0.524 -0.11
P -0.894 1.046 2.329 1.06
C -1.556 -0.343 3.335 -0.41
C -0.944 -0.847 4.483 -0.09
C -1.527 -1.883 5.194 -0.08
C -2.743 -2.419 4.777 -0.09
C -3.365 -1.920 3.643 -0.09
C -2.767 -0.891 2.922 -0.12
C -0.831 2.389 3.598 -0.36
C -1.888 2.514 4.502 -0.10
C -1.918 3.545 5.428 -0.09
C -0.894 4.484 5.461 -0.10
C 0.145 4.389 4.550 -0.09
C 0.175 3.355 3.621 -0.09
H 1.335 1.597 1.872 0.00
H 1.349 0.448 3.237 0.07
H -0.927 -2.256 0.932 0.08
H -1.672 -4.291 2.111 0.11
H -0.182 -5.384 3.757 0.10
H 2.039 -4.411 4.245 0.10
H 2.774 -2.365 3.091 0.11
H 3.431 1.309 2.167 0.10
H 5.874 1.371 2.009 0.11
H 7.104 -0.466 0.896 0.10
H 5.849 -2.379 -0.061 0.11
H 3.403 -2.443 0.084 0.10
H -0.007 -0.424 4.828 0.11
H -1.039 -2.272 6.079 0.10
H -3.201 -3.224 5.339 0.10
H -4.310 -2.333 3.314 0.10
H -3.239 -0.509 2.023 0.09
H -2.695 1.790 4.491 0.10
H -2.744 3.616 6.124 0.10
H -0.912 5.285 6.189 0.10
H 0.936 5.129 4.549 0.10
H 0.975 3.339 2.893 0.09
S -1.905 -0.368 -1.111 0.30
P -1.919 0.906 -2.653 0.18
S -0.087 1.181 -3.477 0.35
C -2.625 2.489 -2.121 -0.36
C -3.942 2.832 -2.419 -0.08
C -4.479 4.016 -1.928 -0.08
C -3.707 4.853 -1.137 -0.09
C -2.395 4.509 -0.836 -0.07
C -1.852 3.332 -1.325 -0.08
C -3.044 0.337 -3.963 -0.40
C -3.978 -0.663 -3.721 -0.12
C -4.836 -1.075 -4.735 -0.08
C -4.763 -0.487 -5.988 -0.09
C -3.832 0.516 -6.232 -0.08
C -2.973 0.926 -5.224 -0.10
H -4.551 2.181 -3.033 0.10
H -5.503 4.280 -2.162 0.10
H -4.127 5.775 -0.754 0.10
H -1.792 5.157 -0.212 0.11
H -0.837 3.054 -1.073 0.08
H -4.025 -1.116 -2.737 0.07
H -5.560 -1.858 -4.543 0.10
H -5.430 -0.809 -6.778 0.10
H -3.773 0.975 -7.211 0.10
H -2.236 1.696 -5.415 0.09
C -1.046 -2.952 -3.801 -0.06
C 0.304 -2.268 -3.727 -0.27
O 0.735 -1.993 -2.379 -0.35
C 0.769 -3.148 -1.530 -0.26
C 1.643 -4.272 -2.053 -0.06
H -1.410 -2.893 -4.828 0.09
H -1.761 -2.443 -3.154 0.04
H -1.001 -4.006 -3.521 0.07
H 0.268 -1.300 -4.213 0.05
H 1.079 -2.867 -4.214 0.11
H -0.255 -3.493 -1.360 0.12
H 1.150 -2.798 -0.575 0.06
H 1.189 -4.805 -2.888 0.07
H 1.800 -4.990 -1.245 0.09
H 2.618 -3.896 -2.366 0.05

=====

(2)
9
Properties=species:S:1:pos:R:3:lowdin_charge:R:1 method="wB97M-V/def2-TZVPD" relative_energy_kj_mol=108.1 charge=-1 e_lumo_ha=0.14896 energy_ha=-520.3442 largest_force_ha_per_bohr=0.098
N -0.154 0.997 -0.601 -0.15
N 1.973 -0.538 0.513 -0.04
N -0.737 0.167 0.217 0.01
N -2.044 0.101 0.085 -0.48
O 3.166 -0.324 0.725 -0.16
O -2.820 -0.182 1.045 -0.06
O 1.058 1.141 -0.640 -0.15
O -2.373 -0.043 -1.094 -0.04
H 1.930 -1.318 -0.249 0.07

=====

(3)
25
Properties=species:S:1:pos:R:3:lowdin_charge:R:1 method="wB97M-V/def2-TZVPD" relative_energy_kj_mol=374.8 charge=-1 e_lumo_ha="0.08086 / 0.09007" energy_ha=-1011.4204 largest_force_ha_per_bohr=0.073
C -3.307 -1.747 0.969 -0.22
C -2.652 -0.543 1.267 -0.16
C -3.020 -2.228 -0.252 -0.46
C -1.792 -0.112 0.321 -0.49
C 3.646 -0.922 0.352 -0.75
C -1.102 1.119 0.121 -0.10
C 2.607 0.111 0.015 -0.36
C -0.387 2.045 1.016 -0.12
C 1.047 1.034 -1.637 -0.11
C 1.866 -0.145 -1.253 -0.18
O 3.137 -1.987 0.715 -0.01
O 4.785 -0.488 0.143 -0.02
O 2.280 0.953 0.813 0.06
S -1.816 -1.299 -1.061 0.98
H -4.047 -2.101 1.756 0.12
H -2.874 0.020 2.062 0.07
H -3.552 -3.028 -0.764 0.06
H -0.752 3.138 0.857 0.11
H 0.644 1.809 0.899 0.02
H -0.608 1.746 2.017 0.06
H 1.336 2.039 -1.356 0.07
H -0.072 1.065 -1.046 0.04
H 0.703 1.244 -2.690 0.09
H 2.542 -0.597 -2.174 0.18
H 1.388 -1.125 -1.090 0.11

=====

(4)
108
Properties=species:S:1:pos:R:3:lowdin_charge:R:1 method="wB97M-V/def2-TZVPD" relative_energy_kj_mol=168.4 charge=0 e_lumo_ha=0.00863 energy_ha=-2236.6722 largest_force_ha_per_bohr=0.063
C 3.995 -0.659 -1.727 -0.06
N 3.111 -1.689 -2.213 0.03
C 3.277 -2.318 -3.383 -0.62
C 2.293 -3.370 -3.691 -0.01
O 4.150 -2.171 -4.196 0.05
H 3.589 -0.344 -0.744 0.05
H 4.041 0.144 -2.460 0.08
H 5.007 -0.902 -1.476 0.08
H 2.294 -1.800 -1.678 0.04
H 1.652 -3.639 -2.819 0.08
H 2.803 -4.232 -4.037 0.07
H 1.600 -3.079 -4.541 0.11
C 2.936 5.142 -1.164 -0.05
N 1.680 4.488 -0.788 0.01
C 0.575 4.576 -1.583 -0.52
C -0.728 4.026 -0.962 0.02
O 0.659 5.028 -2.718 0.01
H 3.124 6.036 -0.644 0.06
H 2.948 5.300 -2.229 0.07
H 3.716 4.419 -0.911 0.07
H 1.571 4.204 0.187 0.06
H -0.494 3.355 -0.082 0.09
H -1.314 3.577 -1.751 0.07
H -1.254 4.850 -0.615 0.05
C 0.870 1.659 3.851 -0.04
N 1.588 1.294 2.635 0.04
C 1.899 2.152 1.653 -0.51
C 2.716 1.609 0.516 0.01
O 1.529 3.327 1.652 -0.01
H 0.026 0.977 3.942 0.07
H 0.476 2.654 3.772 0.07
H 1.452 1.627 4.783 0.09
H 2.021 0.415 2.441 0.06
H 3.021 2.472 -0.086 0.07
H 2.154 0.925 -0.177 0.08
H 3.595 1.101 0.911 0.09
C 2.584 -2.553 4.643 -0.07
N 2.894 -3.163 3.355 0.01
C 2.720 -2.491 2.174 -0.51
C 2.742 -3.276 0.889 0.02
O 2.535 -1.289 2.173 0.00
H 3.180 -3.074 5.477 0.11
H 1.515 -2.546 4.960 0.08
H 2.825 -1.508 4.603 0.06
H 2.740 -4.139 3.210 0.10
H 1.777 -3.326 0.459 0.06
H 3.152 -4.306 1.028 0.10
H 3.493 -2.820 0.238 0.08
C -4.188 -1.873 1.340 -0.09
N -3.721 -1.999 0.009 0.02
C -2.980 -3.070 -0.375 -0.55
C -2.438 -3.099 -1.740 0.01
O -2.686 -4.033 0.334 0.02
H -3.871 -2.718 1.904 0.03
H -5.309 -1.873 1.417 0.11
H -3.788 -1.030 1.859 0.07
H -3.818 -1.251 -0.706 0.16
H -1.970 -4.081 -2.006 0.12
H -1.643 -2.444 -1.783 0.03
H -3.140 -2.708 -2.504 0.10
C -0.510 0.377 -2.338 -0.06
N -0.639 0.332 -0.904 0.03
C -0.065 -0.667 -0.134 -0.49
C -0.549 -0.794 1.264 0.03
O 0.842 -1.353 -0.650 -0.01
H -0.382 -0.660 -2.666 0.08
H 0.313 1.045 -2.653 0.07
H -1.403 0.875 -2.741 0.09
H -1.406 0.819 -0.482 0.07
H -1.240 -1.656 1.191 0.09
H -1.075 0.043 1.711 0.08
H 0.301 -1.076 1.866 0.06
C -3.016 3.607 2.257 -0.08
N -3.605 3.938 0.987 0.00
C -3.676 3.021 -0.013 -0.54
C -4.385 3.376 -1.335 0.01
O -3.141 1.916 0.120 -0.01
H -3.333 2.557 2.548 0.10
H -3.263 4.319 3.030 0.08
H -1.918 3.364 2.214 0.09
H -3.918 4.902 0.771 0.16
H -3.916 2.835 -2.170 0.08
H -4.414 4.465 -1.475 0.08
H -5.444 3.131 -1.238 0.08
C 1.569 1.050 -4.947 -0.08
N 0.685 2.172 -4.813 -0.01
C -0.505 2.242 -5.490 -0.57
C -1.139 3.600 -5.465 0.01
O -0.987 1.284 -6.061 0.05
H 1.607 0.791 -5.986 0.08
H 1.379 0.171 -4.320 0.06
H 2.553 1.486 -4.598 0.11
H 1.180 2.986 -4.546 0.10
H -0.516 4.436 -5.223 0.07
H -1.826 3.444 -4.621 0.08
H -1.699 3.722 -6.365 0.08
C -2.882 -3.868 4.071 -0.05
N -1.653 -4.371 3.379 0.05
C -0.453 -4.561 3.940 -0.56
C -0.456 -4.815 5.459 -0.01
O 0.536 -4.486 3.277 0.06
H -3.768 -4.289 3.608 0.08
H -3.061 -2.840 3.908 0.05
H -2.884 -4.084 5.127 0.07
H -1.744 -4.393 2.359 0.11
H 0.480 -5.298 5.726 0.08
H -1.213 -5.584 5.646 0.08
H -0.539 -3.995 6.149 0.07

=====

(5)
20
Properties=species:S:1:pos:R:3:lowdin_charge:R:1 method="wB97M-V/def2-TZVPD" relative_energy_kj_mol=650.0 charge=+2 e_lumo_ha="-0.34669 / -0.34686" energy_ha=-519.3301 largest_force_ha_per_bohr=0.100
C 3.716 1.402 -0.532 0.00
C -0.036 0.091 -0.330 -0.27
N 2.375 3.181 -0.885 0.04
N 1.513 2.283 -0.777 0.09
N 3.594 2.808 -0.888 0.06
N -0.663 -0.768 0.480 0.17
N -3.583 -0.921 0.693 0.27
N 2.225 1.157 -0.488 -0.07
N -4.465 -1.763 0.441 0.24
N 1.484 0.042 -0.282 0.09
H 4.415 0.726 -1.123 0.17
H 4.039 1.329 0.531 0.15
H -0.185 0.054 -1.492 0.19
H -0.223 1.110 -0.072 0.11
H 4.255 3.457 -1.166 0.15
H -0.048 -1.363 0.953 0.05
H -3.107 -0.982 1.539 0.08
H -4.813 -1.781 -0.534 0.20
H -4.713 -2.466 1.037 0.14
H 1.979 -0.800 -0.296 0.14

=====

(6)
49
Properties=species:S:1:pos:R:3:lowdin_charge:R:1 method="wB97M-V/def2-TZVPD" relative_energy_kj_mol=0.0 charge=+2 e_lumo_ha=-0.30456 energy_ha=-3368.9088 largest_force_ha_per_bohr=0.003
Pd -0.074 0.029 0.192 1.10
C -2.635 -3.378 -0.593 -0.05
C -2.034 -2.127 -0.724 -0.04
N -1.126 -1.727 0.156 0.00
C -0.792 -2.561 1.171 -0.15
C -1.413 -3.793 1.272 -0.02
N -2.330 -4.196 0.399 0.14
C 0.256 -2.055 2.079 -0.15
C 0.764 -2.677 3.199 0.09
C 1.770 -2.058 3.954 -0.07
C 2.227 -0.804 3.521 0.09
C 1.688 -0.222 2.394 -0.15
N 0.727 -0.858 1.710 0.00
C 2.050 1.077 1.795 -0.15
C 3.049 1.919 2.252 -0.02
N 3.341 3.064 1.645 0.14
C 2.646 3.381 0.567 -0.05
C 1.629 2.561 0.081 -0.04
N 1.335 1.425 0.697 0.00
C 2.331 -2.703 5.165 -0.16
C 3.344 -2.101 5.909 0.00
C 3.833 -2.746 7.035 -0.10
N 3.388 -3.924 7.456 0.10
C 2.423 -4.502 6.751 -0.10
C 1.867 -3.940 5.611 0.00
H -3.374 -3.707 -1.312 0.13
H -2.276 -1.458 -1.538 0.12
H -1.172 -4.478 2.075 0.13
H 0.379 -3.642 3.488 0.11
H 2.998 -0.285 4.066 0.11
H 3.632 1.671 3.130 0.13
H 2.887 4.308 0.063 0.13
H 1.063 2.815 -0.804 0.12
H 3.774 -1.145 5.650 0.10
H 4.620 -2.291 7.623 0.12
H 2.074 -5.462 7.109 0.12
H 1.086 -4.491 5.109 0.10
Cl -5.426 4.543 -1.788 0.81
C -4.113 3.490 -1.626 -0.67
C -3.359 3.119 -2.858 -0.64
Cl -3.877 3.779 -4.313 0.85
C -2.285 2.280 -2.841 -0.64
Cl -1.413 1.847 -4.242 0.80
C -1.857 1.728 -1.593 -0.29
O -0.894 0.962 -1.504 -0.07
C -2.622 2.098 -0.303 -0.31
O -2.229 1.611 0.727 0.10
C -3.764 3.007 -0.416 -0.63
Cl -4.576 3.388 1.023 0.83

=====

(7)
14
Properties=species:S:1:pos:R:3:lowdin_charge:R:1 method="wB97M-V/def2-TZVPD" relative_energy_kj_mol=392.1 charge=0 e_lumo_ha=0.04341 energy_ha=-233.2377 largest_force_ha_per_bohr=0.012
C -0.674 1.214 -0.376 -0.10
C -1.145 0.486 -1.330 -0.10
C -1.758 0.261 0.018 -0.16
H -0.149 2.118 -0.116 0.10
H -1.280 0.371 -2.391 0.10
H -2.753 0.669 0.216 0.08
H -1.528 -0.649 0.577 0.07
C 1.179 -1.583 -0.397 0.00
C 1.451 -0.755 0.565 -0.19
C 1.513 0.266 1.386 -0.02
H 1.538 -2.599 -0.514 0.06
H 0.486 -1.176 -1.133 0.04
H 0.833 0.360 2.227 0.07
H 2.285 1.017 1.270 0.06

=====

(8)
29
Properties=species:S:1:pos:R:3:lowdin_charge:R:1 method="wB97M-V/def2-TZVPD" relative_energy_kj_mol=296.3 charge=+1 e_lumo_ha=-0.11097 energy_ha=-536.8256 largest_force_ha_per_bohr=0.062
C -1.038 1.377 0.496 -0.19
N -1.033 -0.016 0.871 -0.07
C -0.155 -1.049 1.335 -0.19
C 0.942 -1.500 0.332 -0.35
C 1.268 -2.960 0.382 -0.06
O 0.381 -1.277 -1.031 -0.09
C -0.352 1.709 -0.844 -0.14
N 0.322 3.041 -0.761 0.13
H -0.687 2.149 1.219 0.12
H -2.112 1.637 0.508 0.13
H -1.642 -0.499 0.202 0.08
H 0.236 -0.801 2.353 0.13
H -0.720 -1.876 1.849 0.14
H 1.769 -0.793 0.322 0.11
H 1.857 -3.328 1.226 0.10
H 0.390 -3.587 0.328 0.09
H 1.714 -3.373 -0.519 0.09
H 0.305 -2.173 -1.373 0.07
H -0.980 1.812 -1.750 0.14
H 0.282 0.851 -1.039 0.09
H 0.197 3.689 0.026 0.17
H 0.245 3.553 -1.637 0.16
H 1.391 2.853 -0.631 0.12
H 2.287 1.522 0.800 0.09
H 3.229 1.298 -0.321 0.10
O 2.470 1.855 -0.094 -0.02
H -3.382 -1.164 -1.519 0.05
H -3.606 -1.903 -0.146 0.05
O -3.578 -1.046 -0.583 -0.04

=====

(9)
26
Properties=species:S:1:pos:R:3:lowdin_charge:R:1 method="wB97M-V/def2-TZVPD" relative_energy_kj_mol=372.9 charge=0 e_lumo_ha=0.01615 energy_ha=-950.1828 largest_force_ha_per_bohr=0.093
C -2.943 1.284 -1.138 -0.04
N -2.672 0.163 -0.211 -0.38
C -3.047 0.043 1.206 -0.10
S -1.385 -0.782 -0.490 0.73
N -1.420 -2.087 0.332 -0.18
O -1.001 -0.861 -1.832 -0.29
N -0.049 0.404 0.684 -0.02
C 1.345 0.181 0.467 -0.32
C 2.172 1.172 -0.146 -0.07
C 3.391 0.882 -0.606 -0.13
C 4.004 -0.337 -0.333 -0.09
C 3.275 -1.296 0.384 -0.10
C 2.001 -1.027 0.802 -0.07
H -4.057 1.260 -0.947 0.12
H -2.372 2.156 -0.942 0.08
H -2.776 0.904 -2.086 0.05
H -3.893 0.747 1.422 0.11
H -3.490 -0.887 1.399 0.05
H -2.083 0.112 1.745 0.07
H -0.571 -2.574 0.107 0.00
H -0.146 1.351 0.360 0.04
H 1.708 2.224 -0.328 0.14
H 3.961 1.671 -1.126 0.11
H 4.943 -0.587 -0.643 0.06
H 3.695 -2.314 0.626 0.12
H 1.411 -1.802 1.295 0.10

=====

(10)
75
Properties=species:S:1:pos:R:3:lowdin_charge:R:1 method="wB97M-V/def2-TZVPD" relative_energy_kj_mol=144.0 charge=+1 e_lumo_ha="-0.07976 / -0.07983" energy_ha=-4310.7990 s_squared=15.76 largest_force_ha_per_bohr=0.096 multiplicity=8
Eu 0.235 0.494 1.049 1.15
N -2.504 -0.065 -2.566 0.05
C -2.188 0.850 -3.669 -0.33
C -1.300 0.082 -4.651 -0.09
C 0.041 -0.242 -3.993 -0.29
N -0.195 -1.079 -2.793 0.13
C 0.783 1.037 -3.620 -0.09
C -0.013 2.065 -2.808 -0.34
N 0.211 1.895 -1.341 -0.01
C -1.503 2.131 -3.184 -0.09
H -3.224 -0.723 -2.845 0.12
H -2.806 0.421 -1.730 -0.01
H -1.207 -0.714 -2.404 0.08
H -3.108 1.166 -4.180 0.15
H -1.125 0.676 -5.546 0.13
H -1.808 -0.835 -4.955 0.13
H 0.670 -0.794 -4.696 0.15
H 0.561 -0.977 -2.089 -0.04
H -0.258 -2.067 -3.032 0.16
H 1.082 1.509 -4.555 0.13
H 1.696 0.781 -3.081 0.12
H 0.399 3.049 -3.076 0.14
H -0.274 2.687 -0.906 0.07
H 1.215 2.077 -1.229 0.02
H -1.591 2.841 -4.006 0.13
H -2.072 2.539 -2.346 0.10
Cl 2.921 1.578 0.631 0.70
C 3.993 0.225 0.377 -0.65
C 5.335 0.398 0.663 -0.11
C 6.200 -0.668 0.489 -0.08
C 5.716 -1.881 0.027 -0.10
C 4.370 -2.035 -0.256 -0.70
Cl 3.779 -3.548 -0.817 0.68
C 3.459 -0.980 -0.075 -0.71
S 1.761 -1.240 -0.386 0.55
H 5.690 1.354 1.014 0.10
H 7.246 -0.552 0.722 0.11
H 6.380 -2.717 -0.110 0.11
N 1.805 -0.619 2.885 -0.07
C 1.185 -0.490 4.224 -0.25
C 0.418 0.831 4.307 -0.22
C 1.305 2.081 4.198 -0.19
C 0.569 3.238 3.521 -0.27
N 0.603 3.091 2.038 -0.10
H 1.845 -1.613 2.644 0.08
H 2.783 -0.328 2.940 0.07
H 1.930 -0.550 5.024 0.12
H 0.470 -1.305 4.351 0.11
H -0.130 0.857 5.247 0.12
H -0.329 0.825 3.494 0.02
H 2.216 1.867 3.632 0.09
H 1.602 2.400 5.196 0.12
H 1.014 4.192 3.816 0.11
H -0.473 3.243 3.847 0.10
H 1.532 3.418 1.759 0.03
H -0.031 3.800 1.664 0.06
Cl -4.167 1.699 -0.250 0.62
C -3.827 2.360 1.340 -0.92
Cl -2.221 1.841 1.898 0.63
H -4.575 1.984 2.038 0.04
H -3.834 3.448 1.282 0.04
O -0.901 -1.139 1.903 -0.16
C -1.522 -1.275 0.816 -0.65
O -1.441 -0.357 -0.057 -0.25
C -2.315 -2.493 0.535 -0.13
C -3.580 -2.415 -0.042 -0.03
C -4.281 -3.576 -0.315 -0.08
C -3.706 -4.811 -0.052 -0.08
C -2.448 -4.891 0.525 -0.06
C -1.757 -3.733 0.835 -0.01
H -4.016 -1.448 -0.247 0.09
H -5.273 -3.526 -0.738 0.10
H -4.237 -5.717 -0.297 0.11
H -2.005 -5.854 0.731 0.11
H -0.774 -3.770 1.282 0.12